{
  "formula": "C35H52CsN7O2Si3",
  "method": "ωB97M-V/def2-TZVPD",
  "species": ["Cs", "O", "C", "C", "C", "C", "C", "C", "C", "N", "C", "C", "N", "C", "C", "C", "C", "C", "C", "C", "O", "H", "H", "H", "H", "H", "H", "H", "H", "H", "H", "H", "H", "H", "H", "C", "Si", "C", "C", "C", "Si", "C", "C", "C", "Si", "C", "C", "C", "C", "C", "C", "C", "N", "H", "H", "H", "H", "H", "H", "H", "H", "H", "H", "H", "H", "H", "H", "H", "H", "H", "H", "H", "H", "H", "H", "H", "H", "H", "H", "H", "H", "C", "C", "C", "C", "N", "C", "N", "N", "N", "H", "H", "H", "H", "H", "H", "H", "H", "H", "H"],
  "coordinates": [[0.6515, 0.9323, -0.0355], [2.9177, -0.0521, 0.5244], [4.0405, 0.5207, 0.7937], [4.8409, 0.1342, 1.9038], [6.0476, 0.7375, 2.1954], [6.5425, 1.7683, 1.4005], [5.7783, 2.1782, 0.3149], [4.5533, 1.5998, 0.0085], [3.8175, 2.1020, -1.1922], [2.8715, 2.9440, -1.2502], [2.3453, 3.5054, -0.0048], [1.1164, 4.3806, -0.2301], [0.0486, 3.6808, -0.9320], [-1.1635, 3.9268, -0.6395], [-1.7198, 4.7134, 0.4761], [-2.7123, 5.6532, 0.2165], [-3.3137, 6.3913, 1.2237], [-2.9182, 6.1341, 2.5429], [-1.9780, 5.1751, 2.8387], [-1.3381, 4.3795, 1.8272], [-0.5218, 3.4538, 2.1039], [4.4568, -0.6571, 2.5378], [6.6127, 0.4021, 3.0597], [7.4886, 2.2449, 1.6237], [6.1406, 2.9842, -0.3179], [4.1736, 1.7316, -2.1591], [3.1208, 4.1055, 0.4817], [2.0952, 2.7128, 0.7014], [1.4110, 5.2176, -0.8739], [0.8056, 4.7685, 0.7407], [-1.9006, 3.4477, -1.2948], [-3.0111, 5.8113, -0.8177], [-4.0719, 7.1312, 0.9993], [-3.3737, 6.6948, 3.3550], [-1.6993, 4.9672, 3.8661], [-4.4640, 0.5614, -0.3386], [-3.2385, -0.8541, -0.0357], [-4.2736, -2.1708, 0.8712], [-2.0351, -0.1590, 1.2545], [-2.3967, -1.4644, -1.5182], [-1.4342, -2.9794, -1.3737], [-2.3947, -4.5838, -1.7486], [0.1249, -3.1122, -2.4604], [-0.7009, -3.2609, 0.3576], [-2.7665, -0.8364, -3.1475], [-4.5964, -0.8119, -3.6765], [-1.9416, -1.7472, -4.5928], [-2.1708, 0.9566, -3.5005], [-2.9929, 1.9824, -3.9680], [-2.4522, 3.2201, -4.2880], [-1.0935, 3.4135, -4.1223], [-0.3386, 2.3567, -3.6280], [-0.8457, 1.1653, -3.3332], [-4.7547, 0.9803, 0.6300], [-5.3732, 0.2423, -0.8519], [-4.0092, 1.3710, -0.9183], [-4.8603, -1.7094, 1.6729], [-3.6539, -2.9485, 1.3224], [-4.9633, -2.6556, 0.1740], [-1.9379, 0.9265, 1.1441], [-1.0533, -0.6067, 1.1035], [-2.3184, -0.3506, 2.2921], [-2.8612, -4.5323, -2.7367], [-3.1947, -4.7195, -1.0145], [-1.7481, -5.4684, -1.7198], [-0.0837, -3.4988, -3.4596], [0.8417, -3.7907, -1.9844], [0.6057, -2.1368, -2.5729], [-1.3750, -3.0580, 1.1901], [0.1713, -2.6105, 0.4789], [-0.3534, -4.2965, 0.4463], [-4.9751, -1.8380, -3.6436], [-4.7131, -0.4389, -4.6998], [-5.2258, -0.2109, -3.0189], [-2.1794, -2.8145, -4.6036], [-0.8584, -1.6315, -4.5632], [-2.3023, -1.3092, -5.5292], [-4.0555, 1.8039, -4.0806], [-3.0860, 4.0249, -4.6447], [-0.6241, 4.3672, -4.3258], [0.7212, 2.4900, -3.4364], [4.7218, -3.4432, 3.2785], [3.8512, -4.6755, 3.0622], [3.4493, -5.3057, 4.3929], [2.6403, -4.3552, 2.1844], [1.7405, -3.3744, 2.7603], [1.6028, -2.0743, 2.4753], [0.6093, -1.5993, 3.1892], [0.1404, -2.6406, 3.9118], [0.8079, -3.7087, 3.6651], [5.6018, -3.6921, 3.8750], [4.1670, -2.6719, 3.8183], [5.0586, -3.0098, 2.3353], [4.4261, -5.4146, 2.4923], [2.9286, -4.5835, 5.0224], [4.3357, -5.6501, 4.9303], [2.7774, -6.1537, 4.2504], [2.0554, -5.2549, 1.9911], [2.9646, -3.9484, 1.2260], [2.1981, -1.5216, 1.7498]],
  "forces_ev_per_a": [[-1.75, -0.37, -0.84], [1.34, -0.41, 0.24], [0.02, 0.02, 0.02], [-0.01, -0.01, 0.01], [-0.01, 0.00, -0.01], [0.00, -0.01, 0.00], [-0.01, 0.05, -0.03], [0.03, 0.00, 0.07], [0.03, 0.00, 0.02], [0.01, 0.03, -0.01], [0.12, 0.15, 0.04], [0.05, 0.00, 0.07], [0.08, 0.42, -0.13], [0.03, -0.09, 0.05], [-0.01, 0.00, -0.01], [0.02, 0.00, -0.01], [0.00, 0.00, 0.01], [0.01, 0.00, -0.01], [0.00, -0.01, 0.00], [-0.01, 0.01, 0.05], [0.12, -0.03, -0.07], [0.02, 0.03, -0.02], [0.00, 0.00, 0.00], [0.00, 0.00, 0.00], [0.00, 0.00, 0.00], [-0.03, -0.03, 0.00], [0.00, 0.01, -0.01], [0.43, 0.49, 0.24], [0.01, -0.01, -0.02], [0.01, 0.05, -0.02], [0.00, -0.02, -0.04], [0.00, 0.01, 0.00], [0.00, 0.00, 0.00], [0.00, 0.00, 0.00], [0.00, 0.00, 0.00], [0.04, 0.02, -0.01], [0.05, -0.03, -0.06], [-0.04, 0.05, -0.01], [-0.21, -0.07, 0.05], [-0.01, -0.09, -0.06], [0.02, 0.03, 0.05], [0.01, -0.01, 0.03], [0.00, -0.01, -0.01], [0.03, 0.00, -0.06], [-0.01, 0.03, 0.02], [0.00, -0.03, 0.00], [-0.02, 0.02, -0.03], [0.02, 0.00, 0.04], [-0.01, -0.04, -0.03], [0.01, 0.02, 0.03], [-0.04, 0.02, 0.01], [0.07, -0.02, -0.01], [-0.02, 0.02, 0.03], [0.00, 0.01, -0.01], [-0.01, -0.03, -0.01], [0.00, -0.02, -0.01], [0.00, -0.01, 0.01], [0.03, -0.03, -0.01], [-0.01, 0.01, 0.00], [-0.04, -0.03, 0.08], [-0.30, -0.18, 0.31], [-0.06, -0.01, -0.01], [0.01, 0.01, -0.01], [0.00, 0.00, -0.01], [0.00, 0.00, 0.00], [0.00, 0.00, 0.00], [-0.01, -0.01, 0.00], [0.01, 0.00, 0.01], [-0.02, -0.01, 0.02], [-0.07, -0.02, -0.04], [0.01, -0.01, 0.00], [0.00, 0.00, 0.00], [-0.01, -0.01, 0.00], [0.00, 0.03, 0.02], [0.01, -0.01, 0.01], [0.01, 0.00, 0.00], [0.00, -0.01, 0.00], [0.01, 0.01, 0.00], [0.00, 0.00, -0.01], [0.01, 0.00, 0.00], [-0.01, 0.01, -0.02], [0.00, 0.00, 0.02], [0.00, -0.01, 0.01], [0.00, 0.01, 0.00], [-0.03, 0.01, -0.02], [0.03, -0.04, -0.02], [-0.05, 0.07, 0.04], [0.06, -0.01, 0.12], [0.10, 0.01, 0.01], [-0.05, -0.02, -0.05], [0.01, 0.00, -0.01], [0.01, -0.01, 0.00], [-0.01, 0.00, 0.00], [0.01, 0.01, -0.01], [-0.01, 0.00, 0.00], [0.00, 0.00, 0.00], [0.01, -0.01, -0.01], [-0.01, 0.01, 0.01], [0.00, -0.01, -0.01], [0.03, 0.07, 0.04]],
  "total_charge": -2,
  "de_lowest_kcal_mol": 31.2,
  "gap_ev": 5.58,
  "molar_mass_g_mol": 820.0
}